No. 1
This record from the OMol25 dataset describes a molecular structure, C21H32GeN2O2PtS2Se in a non-equilibrium geometry. The level of theory is ωB97M-V with the def2-TZVPD basis set.

Geometry (Å):
1 Pt 0.437 -0.363 0.213
2 C -1.739 -1.565 -1.577
3 N -1.507 -1.348 -0.121
4 C -2.540 -0.490 0.464
5 C -2.424 0.893 -0.101
6 N -1.059 1.485 0.058
7 C -0.614 2.199 -1.107
8 C -1.007 2.255 1.308
9 C -1.520 3.533 1.389
10 C -1.443 4.251 2.576
11 C -0.848 3.680 3.694
12 C -0.357 2.388 3.618
13 C -0.455 1.671 2.421
14 S 0.090 0.033 2.443
15 C -1.365 -2.644 0.562
16 C -2.404 -3.282 1.202
17 C -2.199 -4.545 1.762
18 C -0.962 -5.164 1.675
19 C 0.088 -4.510 1.041
20 C -0.121 -3.248 0.498
21 S 1.213 -2.369 -0.212
22 H -2.724 -2.011 -1.726
23 H -0.985 -2.235 -1.976
24 H -1.688 -0.619 -2.114
25 H -2.433 -0.485 1.546
26 H -3.544 -0.854 0.229
27 H -3.148 1.510 0.433
28 H -2.715 0.910 -1.151
29 H -0.732 3.275 -1.029
30 H -1.069 1.810 -2.013
31 H 1.165 2.487 -2.005
32 H -1.995 3.995 0.531
33 H -1.844 5.254 2.621
34 H -0.772 4.234 4.620
35 H 0.097 1.916 4.483
36 H -3.385 -2.830 1.270
37 H -3.022 -5.046 2.254
38 H -0.805 -6.140 2.114
39 H 1.071 -4.962 0.980
40 O 0.825 1.958 -1.261
41 O 1.518 2.537 -0.064
42 C 5.362 -0.566 -2.259
43 Ge 5.707 -0.299 -0.374
44 C 6.037 1.564 0.049
45 C 7.024 -1.495 0.364
46 C 3.952 -0.832 0.485
47 Se 2.681 0.582 0.205
48 C 2.874 1.459 1.911
49 H 6.213 -0.223 -2.848
50 H 4.480 -0.008 -2.582
51 H 5.211 -1.626 -2.471
52 H 6.940 1.887 -0.473
53 H 6.208 1.703 1.118
54 H 5.219 2.211 -0.274
55 H 7.997 -1.256 -0.068
56 H 6.785 -2.531 0.123
57 H 7.092 -1.382 1.446
58 H 4.068 -1.044 1.548
59 H 3.620 -1.721 -0.043
60 H 3.918 1.760 1.982
61 H 2.618 0.767 2.703
62 H 2.217 2.322 1.904

Summary:
M (g/mol): 755.3
Orbital gap (Eh): 0.20898
Strongest force on any atom (hartree/bohr): 0.0354
Total charge: +2

Here are the Mulliken charges for atoms 1 to 4, given in e: 1.25 -1.03 0.73 -0.99



No. 2
This record from the OMol25 dataset describes a single C3H4N2O2 molecule in a non-equilibrium geometry. The level of theory is ωB97M-V with the def2-TZVPD basis set.

Geometry (Å):
1 H -2.103 -1.265 -1.565
2 N -1.216 -0.815 -1.355
3 C -1.407 0.114 -0.526
4 O -2.592 0.483 -0.009
5 N -0.348 0.855 0.098
6 C 0.740 0.284 0.057
7 C 1.881 -0.363 -0.040
8 O 2.876 0.024 -0.891
9 H -2.417 1.221 0.595
10 H 2.091 -1.226 0.576
11 H 2.525 0.753 -1.419

Summary:
Energy above the lowest of the compared OMol25 structures with the same formula, charge and spin (eV): 3.509
M (g/mol): 100.1
Orbital gap (Eh): 0.33026
SMILES string: [H]/N=C(\O)N=C=CO
Strongest force on any atom (hartree/bohr): 0.0245
Total charge: 0

Here are the Mulliken charges for atoms 1 to 4, given in e: 0.25 -0.61 0.67 -0.49



No. 3
This record from the OMol25 dataset describes a molecular structure, C21H15Cl2O3PRuSc in a non-equilibrium geometry. The level of theory is ωB97M-V with the def2-TZVPD basis set.

Geometry (Å):
1 Ru 2.018 -2.275 -6.733
2 Sc -0.992 -0.005 -0.303
3 Cl 1.009 -3.831 -5.370
4 Cl -0.193 1.246 -2.046
5 C 0.112 1.388 0.901
6 C 2.540 -3.453 -7.987
7 C 2.780 -0.856 -7.625
8 O 1.027 1.814 1.479
9 O 2.885 -4.222 -8.809
10 O 3.289 0.015 -8.225
11 C -4.769 -3.874 4.163
12 C -4.941 -3.533 2.816
13 C -3.961 -2.824 2.120
14 C -2.765 -2.472 2.781
15 C -2.542 -2.876 4.110
16 C -3.556 -3.563 4.787
17 P -1.618 -1.365 1.872
18 C -2.720 0.107 1.704
19 C -3.139 0.464 0.365
20 C -3.958 1.620 0.237
21 C -4.523 2.211 1.367
22 C -4.137 1.830 2.658
23 C -3.223 0.792 2.825
24 C -0.291 -1.051 3.099
25 C -0.209 0.072 3.931
26 C 0.783 0.097 4.919
27 C 1.763 -0.894 4.964
28 C 1.773 -1.916 4.020
29 C 0.745 -2.013 3.091
30 H -5.568 -4.358 4.729
31 H -5.862 -3.814 2.315
32 H -4.122 -2.515 1.081
33 H -1.596 -2.620 4.602
34 H -3.382 -3.841 5.821
35 H -3.044 -0.243 -0.525
36 H -4.171 2.000 -0.767
37 H -5.275 2.995 1.265
38 H -4.574 2.310 3.542
39 H -2.907 0.485 3.831
40 H -0.873 0.935 3.778
41 H 0.790 0.918 5.632
42 H 2.525 -0.854 5.732
43 H 2.580 -2.639 4.009
44 H 0.760 -2.779 2.311

Summary:
M (g/mol): 563.3
Orbital gap (alpha / beta) (Eh): 0.22682 / 0.15664
Strongest force on any atom (hartree/bohr): 0.1884
Spin multiplicity: 6
Total charge: +4

Here are the Mulliken charges for atoms 1 to 4, given in e: 0.69 0.24 -0.19 -0.32



No. 4
This record from the OMol25 dataset describes a molecular structure, C6H10N3O4 in a non-equilibrium geometry. The level of theory is ωB97M-V with the def2-TZVPD basis set.

Geometry (Å):
1 C -1.518 -0.399 0.671
2 C -0.390 -1.360 0.031
3 C 2.911 -0.558 0.413
4 C -0.374 1.541 0.398
5 C 2.008 -1.173 -0.591
6 C -1.113 1.681 -0.918
7 N -0.901 0.756 1.285
8 N 0.695 -0.775 -0.229
9 N -2.163 0.631 -0.717
10 O -2.488 -0.915 1.166
11 O 2.602 0.372 1.121
12 O -0.778 -2.561 0.022
13 O 0.737 2.182 0.593
14 H 3.957 -0.938 0.392
15 H 2.478 -2.165 -0.688
16 H 2.162 -0.636 -1.609
17 H -1.487 2.628 -1.347
18 H -0.349 1.249 -1.764
19 H -0.406 0.508 2.183
20 H -2.320 0.121 -1.594
21 H -3.067 1.009 -0.405
22 H -1.603 -2.755 0.440
23 H 1.406 1.558 1.146

Summary:
Energy above the lowest of the compared OMol25 structures with the same formula, charge and spin (eV): 1.466
M (g/mol): 188.2
Orbital gap (Eh): 0.35781
Strongest force on any atom (hartree/bohr): 0.0744
Total charge: +1

Here are the Mulliken charges for atoms 1 to 4, given in e: 0.63 0.11 0.12 0.51



No. 5
This record from the OMol25 dataset describes 3 unconnected molecules or ions with the total composition C12H26BO9 in a non-equilibrium geometry. The level of theory is ωB97M-V with the def2-TZVPD basis set.

Geometry (Å):
1 O 2.844 -2.263 -1.209
2 C 2.140 -1.206 -2.002
3 C 1.468 -0.156 -0.938
4 B -0.079 0.288 -1.275
5 O -0.783 -0.279 -2.442
6 C -1.352 -1.607 -2.163
7 C -1.071 -1.716 -0.549
8 O -0.838 -0.298 -0.115
9 H 3.480 -1.799 -0.564
10 H 2.991 -0.679 -2.636
11 H 1.383 -1.773 -2.691
12 H 1.501 -0.598 0.153
13 H 2.109 0.846 -0.931
14 H -0.096 1.485 -1.335
15 H -0.722 -2.309 -2.894
16 H -2.481 -1.826 -2.377
17 H -1.933 -2.130 0.155
18 H -0.122 -2.389 -0.423
19 C 5.287 4.056 1.816
20 C 4.510 2.815 2.221
21 O 4.946 1.669 1.479
22 C 6.121 1.125 1.879
23 O 6.819 1.518 2.803
24 O 6.408 0.084 1.059
25 C 7.678 -0.515 1.310
26 H 5.234 4.207 0.733
27 H 4.891 4.942 2.319
28 H 6.347 3.963 2.072
29 H 3.450 2.960 1.985
30 H 4.577 2.628 3.300
31 H 7.781 -0.805 2.360
32 H 8.476 0.174 1.018
33 H 7.756 -1.415 0.695
34 C -4.553 0.559 0.025
35 C -5.019 -0.659 0.805
36 O -6.447 -0.671 0.933
37 C -7.132 -1.054 -0.171
38 O -6.643 -1.388 -1.241
39 O -8.457 -0.976 0.102
40 C -9.294 -1.256 -1.018
41 H -4.946 1.477 0.473
42 H -3.461 0.611 0.006
43 H -4.912 0.531 -1.008
44 H -4.611 -0.615 1.820
45 H -4.662 -1.592 0.353
46 H -9.045 -2.220 -1.471
47 H -9.210 -0.450 -1.754
48 H -10.329 -1.298 -0.667

Summary:
M (g/mol): 325.1
Orbital gap (Eh): 0.23875
Strongest force on any atom (hartree/bohr): 0.0564
Total charge: -1

Here are the Mulliken charges for atoms 1 to 4, given in e: -0.58 -0.07 -0.26 0.63



No. 6
This record from the OMol25 dataset describes a molecular structure, C39H33Cl3N5PRuSSi. The level of theory is ωB97M-V with the def2-TZVPD basis set.

Geometry (Å):
1 Ru -1.277 -0.621 -0.992
2 N -0.656 -3.283 -0.329
3 C 0.746 -3.507 -0.073
4 C 1.352 -4.704 -0.424
5 C 2.696 -4.903 -0.146
6 C 3.434 -3.915 0.498
7 C 2.829 -2.708 0.819
8 C 1.493 -2.484 0.499
9 P 0.629 -0.912 0.816
10 C 0.271 -1.167 2.621
11 C 1.208 -0.830 3.608
12 C 0.997 -1.174 4.940
13 C -0.140 -1.878 5.313
14 C -1.058 -2.252 4.343
15 C -0.850 -1.899 3.014
16 C 1.931 0.367 0.778
17 C 1.849 1.480 1.621
18 C 2.792 2.495 1.548
19 C 3.821 2.423 0.615
20 C 3.902 1.333 -0.241
21 C 2.965 0.307 -0.160
22 H -1.047 -3.956 -0.961
23 H -1.194 -3.342 0.522
24 H 0.765 -5.485 -0.904
25 H 3.166 -5.843 -0.416
26 H 4.479 -4.081 0.738
27 H 3.411 -1.924 1.297
28 H 2.121 -0.311 3.347
29 H 1.737 -0.898 5.686
30 H -0.302 -2.147 6.353
31 H -1.939 -2.827 4.614
32 H -1.585 -2.213 2.287
33 H 1.054 1.548 2.356
34 H 2.724 3.345 2.224
35 H 4.559 3.218 0.558
36 H 4.698 1.271 -0.977
37 H 3.043 -0.535 -0.837
38 C 3.791 -1.300 -3.395
39 C 2.812 -2.147 -2.899
40 C 1.531 -1.660 -2.658
41 C 1.211 -0.337 -2.898
42 C 2.176 0.508 -3.439
43 C 3.462 0.026 -3.672
44 N -0.111 0.121 -2.588
45 N -0.574 0.989 -3.494
46 C -1.792 1.529 -3.192
47 C -2.371 2.398 -4.129
48 C -3.598 2.957 -3.859
49 C -4.243 2.667 -2.654
50 C -3.623 1.803 -1.783
51 N -2.430 1.240 -2.033
52 H 4.792 -1.671 -3.593
53 H 3.034 -3.194 -2.704
54 H 0.747 -2.322 -2.336
55 H 1.911 1.536 -3.657
56 H 4.217 0.694 -4.082
57 H -1.833 2.587 -5.052
58 H -4.065 3.618 -4.582
59 H -5.208 3.094 -2.405
60 H -4.094 1.540 -0.838
61 C 0.324 2.848 -1.031
62 C -0.602 2.750 0.143
63 C -0.759 3.898 0.966
64 C -1.570 3.854 2.046
65 C -2.295 2.669 2.320
66 C -3.169 2.562 3.430
67 C -3.900 1.422 3.650
68 C -3.799 0.360 2.746
69 C -2.937 0.427 1.658
70 S -2.915 -0.928 0.608
71 C -2.135 1.591 1.437
72 N -1.268 1.627 0.382
73 H 1.102 3.588 -0.833
74 H -0.234 3.167 -1.918
75 H 0.789 1.898 -1.252
76 H -0.201 4.795 0.718
77 H -1.688 4.717 2.699
78 H -3.260 3.411 4.101
79 H -4.570 1.347 4.499
80 H -4.395 -0.538 2.888
81 Cl -2.388 -1.467 -4.570
82 Si -2.801 -1.731 -2.590
83 Cl -2.930 -3.791 -2.381
84 Cl -4.762 -1.143 -2.325

Summary:
Energy above the lowest of the compared OMol25 structures with the same formula, charge and spin (eV): 0.035
M (g/mol): 870.3
Orbital gap (alpha / beta) (Eh): 0.22318 / 0.20253
Strongest force on any atom (hartree/bohr): 0.0171
Spin multiplicity: 6
Total charge: +1

Here are the Mulliken charges for atoms 1 to 4, given in e: 1.15 0.05 -0.09 -0.73



No. 7
This record from the OMol25 dataset describes a single C6H15N molecule in a non-equilibrium geometry. The level of theory is ωB97M-V with the def2-TZVPD basis set.

Geometry (Å):
1 C -0.873 1.775 1.712
2 C -0.704 0.274 1.517
3 N -0.043 0.079 0.178
4 C 0.980 -1.050 0.199
5 C 2.228 -0.454 -0.375
6 C -1.084 -0.182 -0.802
7 C -0.546 -0.433 -2.276
8 H -1.372 2.034 2.654
9 H -1.478 2.169 0.883
10 H 0.099 2.227 1.503
11 H -0.015 -0.188 2.237
12 H -1.686 -0.198 1.533
13 H 0.486 -1.885 -0.300
14 H 1.137 -1.439 1.218
15 H 3.117 -1.011 -0.013
16 H 2.446 0.589 -0.149
17 H 2.353 -0.579 -1.464
18 H -1.810 0.621 -0.893
19 H -1.676 -1.095 -0.535
20 H -0.143 -1.439 -2.338
21 H 0.205 0.358 -2.299
22 H -1.377 -0.193 -2.925

Summary:
Energy above the lowest of the compared OMol25 structures with the same formula, charge and spin (eV): 1.518
M (g/mol): 101.2
Orbital gap (Eh): 0.35788
SMILES string: CCN(CC)CC
Strongest force on any atom (hartree/bohr): 0.0576
Total charge: 0

Here are the Mulliken charges for atoms 1 to 4, given in e: -1.13 -0.48 0.13 -0.66



No. 8
This record from the OMol25 dataset describes a molecular structure, C30H43N5O10P2RhS2 in a non-equilibrium geometry. The level of theory is ωB97M-V with the def2-TZVPD basis set.

Geometry (Å):
1 Rh -0.233 0.928 0.043
2 C -1.849 4.922 0.914
3 C -1.983 3.789 1.916
4 O -2.885 4.188 2.928
5 P -0.335 3.298 2.557
6 O 0.418 4.523 3.187
7 O -0.634 2.343 3.783
8 O 0.456 2.681 1.453
9 P -2.559 2.201 1.086
10 O -4.138 2.205 1.307
11 O -2.013 1.023 1.858
12 O -2.182 2.172 -0.377
13 H -1.647 5.852 1.445
14 H -2.768 5.036 0.339
15 H -1.031 4.719 0.227
16 H -2.900 3.535 3.640
17 H 1.338 4.569 2.851
18 H -1.159 1.585 3.417
19 H -4.587 3.017 1.028
20 C -1.335 -4.592 -4.638
21 C -2.417 -4.040 -3.697
22 C -2.946 -5.182 -2.827
23 C -3.579 -3.466 -4.521
24 C -1.812 -2.921 -2.862
25 C -1.289 -1.784 -3.478
26 C -0.760 -0.767 -2.709
27 N -0.727 -0.811 -1.381
28 C -1.190 -1.904 -0.763
29 C -1.730 -2.968 -1.475
30 C -1.017 -1.923 0.708
31 C -1.631 -2.843 1.545
32 C -1.383 -2.819 2.914
33 C -0.489 -1.851 3.373
34 C 0.079 -0.961 2.486
35 N -0.187 -0.992 1.184
36 C -2.068 -3.759 3.892
37 C -1.022 -4.408 4.811
38 C -3.053 -2.923 4.728
39 C -2.842 -4.870 3.178
40 H -1.742 -5.405 -5.241
41 H -0.488 -4.981 -4.069
42 H -0.965 -3.826 -5.319
43 H -3.376 -5.956 -3.462
44 H -3.730 -4.836 -2.151
45 H -2.146 -5.640 -2.242
46 H -4.030 -4.256 -5.122
47 H -3.242 -2.680 -5.198
48 H -4.349 -3.052 -3.869
49 H -1.288 -1.685 -4.555
50 H -0.326 0.112 -3.170
51 H -2.068 -3.837 -0.932
52 H -2.313 -3.569 1.130
53 H -0.245 -1.777 4.424
54 H 0.778 -0.202 2.815
55 H -0.539 -3.678 5.460
56 H -0.251 -4.910 4.223
57 H -1.500 -5.152 5.448
58 H -2.533 -2.147 5.291
59 H -3.581 -3.567 5.433
60 H -3.788 -2.438 4.082
61 H -2.180 -5.472 2.552
62 H -3.650 -4.467 2.565
63 H -3.292 -5.531 3.919
64 N 8.162 2.055 -2.267
65 C 7.074 2.675 -1.731
66 C 6.634 2.349 -0.437
67 C 5.515 2.950 0.091
68 C 4.825 3.895 -0.660
69 C 5.236 4.229 -1.946
70 C 6.355 3.626 -2.475
71 S 3.283 4.490 -0.078
72 O 2.936 5.723 -0.732
73 O 3.224 4.447 1.356
74 N 2.329 3.243 -0.622
75 C 1.296 3.377 -1.390
76 S 0.835 4.899 -2.232
77 C -0.456 4.068 -2.952
78 C -0.509 2.752 -2.539
79 N 0.449 2.353 -1.698
80 H 8.753 1.496 -1.681
81 H 8.559 2.394 -3.124
82 H 7.184 1.620 0.146
83 H 5.167 2.713 1.090
84 H 4.680 4.965 -2.511
85 H 6.691 3.882 -3.472
86 H -1.137 4.557 -3.630
87 H -1.280 2.055 -2.829
88 C 3.022 -0.058 -0.136
89 O 2.061 0.576 0.700
90 H 3.962 -0.197 0.403
91 H 3.211 0.525 -1.041
92 H 2.628 -1.035 -0.414
93 H 2.243 1.527 0.727

Summary:
Energy above the lowest of the compared OMol25 structures with the same formula, charge and spin (eV): 0.051
M (g/mol): 862.7
Orbital gap (alpha / beta) (Eh): 0.29538 / 0.20127
Strongest force on any atom (hartree/bohr): 0.0196
Spin multiplicity: 5
Total charge: +1

Here are the Mulliken charges for atoms 1 to 4, given in e: 0.67 -1.32 0.77 -0.62



No. 9
This record from the OMol25 dataset describes a single C3H4O2S2 molecule in a non-equilibrium geometry. The level of theory is ωB97M-V with the def2-TZVPD basis set.

Geometry (Å):
1 O -1.621 1.169 0.178
2 C -1.918 0.113 -0.365
3 S -0.891 -1.256 -0.498
4 C 0.501 -0.803 0.591
5 C 1.522 0.185 -0.083
6 O 1.027 1.339 -0.545
7 S 3.082 -0.268 -0.302
8 H -2.870 0.040 -0.897
9 H 0.069 -0.207 1.406
10 H 1.023 -1.700 0.903
11 H 0.077 1.388 -0.388

Summary:
Energy above the lowest of the compared OMol25 structures with the same formula, charge and spin (eV): 0.345
M (g/mol): 136.2
Orbital gap (Eh): 0.32800
SMILES string: O=CSCC(O)=S
Strongest force on any atom (hartree/bohr): 0.0432
Total charge: 0

Here are the Mulliken charges for atoms 1 to 4, given in e: -0.58 0.12 -0.01 -0.76